No. 1
This record from OMol25 describes C18H18BCuF4N6O3Se as an isolated structure. The level of theory is ωB97M-V/def2-TZVPD.

## Properties
LUMO (alpha / beta) = 2.39 / 2.37 eV
⟨S²⟩ = 0.7521
net charge = -1
energy relative to the best compared isomer or geometry (same formula, charge and spin) = 0.0 kcal/mol
largest force on an atom = 0.245 eV Å⁻¹
spin multiplicity = 2
Kohn-Sham gap (alpha / beta) = 7.52 / 7.50 eV

```
52
C18H18BCuF4N6O3Se | OMol25 | ωB97M-V/def2-TZVPD
Cu -0.241 0.057 -0.160
O -0.312 -0.616 1.588
C 0.648 -1.020 2.352
C 0.302 -1.715 3.540
C 1.253 -2.221 4.390
C 2.615 -2.070 4.114
C 2.978 -1.386 2.975
C 2.032 -0.842 2.097
C 2.479 -0.098 0.932
N 1.754 0.251 -0.114
C 2.568 0.937 -0.983
C 3.816 0.997 -0.463
N 3.748 0.340 0.747
H -0.755 -1.840 3.736
H 0.939 -2.753 5.281
H 3.367 -2.487 4.770
H 4.034 -1.293 2.743
H 2.183 1.362 -1.894
H 4.724 1.443 -0.826
H 4.492 0.243 1.413
N -0.463 0.407 -2.150
N -0.333 1.813 -2.340
C -0.876 2.610 -1.247
O -1.151 3.765 -1.543
O -0.978 2.008 -0.140
H 0.248 -0.086 -2.683
H -1.382 0.062 -2.440
H -0.744 2.124 -3.213
F -3.531 -2.828 -1.493
B -2.577 -1.853 -1.730
F -1.516 -2.387 -2.526
F -3.104 -0.740 -2.388
F -1.988 -1.439 -0.506
C 2.932 -5.139 0.941
N 1.641 -4.829 0.377
C 1.398 -3.896 -0.585
Se 2.622 -2.805 -1.398
N 0.065 -3.884 -0.791
C -0.563 -4.797 0.037
C -1.897 -5.127 0.214
C -2.175 -6.102 1.162
C -1.165 -6.718 1.903
C 0.169 -6.377 1.728
C 0.446 -5.405 0.782
H 3.660 -4.470 0.490
H 3.201 -6.175 0.727
H 2.912 -4.983 2.021
H -0.389 -3.281 -1.480
H -2.673 -4.627 -0.349
H -3.205 -6.386 1.336
H -1.427 -7.470 2.635
H 0.953 -6.845 2.309
```



No. 2
This record from OMol25 describes C18H18BF4OV as an isolated structure at a distorted geometry. The level of theory is ωB97M-V/def2-TZVPD.

## Properties
LUMO (alpha / beta) = -0.51 / -0.75 eV
⟨S²⟩ = 2.0711
energy relative to the best compared isomer or geometry (same formula, charge and spin) = 120.6 kcal/mol
largest force on an atom = 3.743 eV Å⁻¹
spin multiplicity = 3
Kohn-Sham gap (alpha / beta) = 6.75 / 6.64 eV

```
43
C18H18BF4OV | OMol25 | ωB97M-V/def2-TZVPD
C -0.126 3.545 -0.120
C 0.300 3.278 1.273
C 1.233 2.226 1.247
H -0.303 3.467 2.177
C 1.514 1.958 -0.139
C 0.577 2.647 -0.964
H 0.542 2.692 -2.049
H -1.061 4.018 -0.482
H 1.742 1.860 2.133
H 2.351 1.390 -0.494
C -2.217 -0.201 1.677
C -2.601 1.086 1.996
C -3.128 1.706 0.737
H -2.265 1.709 2.830
C -2.893 0.755 -0.343
C -2.508 -0.447 0.280
H -2.454 -1.413 -0.185
H -1.862 -0.904 2.418
H -3.407 2.750 0.466
H -3.246 0.919 -1.363
V -0.562 0.919 0.338
O 0.312 -0.536 0.634
C 1.646 -1.053 0.591
C 2.004 -1.498 -0.763
H 2.353 -0.269 0.931
H 1.706 -1.878 1.311
H 2.296 -0.718 -1.465
H 3.812 -2.614 -2.350
C 3.015 -3.306 -2.065
C 1.978 -2.816 -1.203
C 0.952 -3.758 -0.834
H 0.132 -3.414 -0.197
C 0.985 -5.065 -1.292
H 0.191 -5.752 -0.998
C 2.024 -5.513 -2.119
H 2.041 -6.544 -2.467
C 3.039 -4.622 -2.496
H 3.851 -4.962 -3.139
F -1.708 2.757 0.864
B -2.560 4.334 1.373
F -3.151 3.686 2.377
F -1.458 4.986 1.677
F -3.086 4.594 0.197
```



No. 3
This record from OMol25 describes a 4-piece molecular cluster, C18H18BNO13P overall. The level of theory is ωB97M-V/def2-TZVPD.

## Properties
LUMO = -0.24 eV
net charge = -1
largest force on an atom = 0.825 eV Å⁻¹
Kohn-Sham gap = 3.27 eV

```
52
C18H18BNO13P | OMol25 | ωB97M-V/def2-TZVPD
N 1.563 -3.546 -3.268
B 2.662 -4.633 -3.265
P 2.435 -6.008 -1.882
O 1.940 -7.367 -2.298
H 1.607 -2.909 -2.491
H 0.628 -3.909 -3.380
H 3.767 -4.129 -3.088
H 2.613 -5.260 -4.310
H 3.681 -6.225 -1.212
H 1.575 -5.530 -0.843
C 3.584 -0.196 0.314
C 3.643 0.990 0.927
C 2.593 2.045 0.729
O 2.717 3.092 1.347
C 1.497 1.772 -0.177
C 1.434 0.585 -0.797
C 2.469 -0.484 -0.580
O 2.312 -1.526 -1.170
O 0.477 0.249 -1.638
O 4.623 1.336 1.757
H 4.331 -0.965 0.449
H 0.756 2.546 -0.322
H 0.682 -0.666 -1.937
H 4.413 2.242 2.054
C -2.487 0.199 -2.781
C -3.455 1.012 -3.215
C -4.760 0.487 -3.744
O -5.595 1.298 -4.102
C -4.952 -0.952 -3.805
C -3.981 -1.769 -3.374
C -2.686 -1.240 -2.820
O -1.865 -2.045 -2.432
O -4.076 -3.085 -3.398
O -3.353 2.336 -3.215
H -1.544 0.557 -2.395
H -5.887 -1.319 -4.202
H -3.234 -3.429 -3.033
H -4.197 2.668 -3.578
C -1.583 3.166 5.961
C -1.455 2.155 5.091
C -0.276 2.047 4.163
O -0.231 1.089 3.417
C 0.735 3.090 4.206
C 0.605 4.101 5.073
C -0.560 4.197 6.018
O -0.592 5.140 6.786
O 1.480 5.090 5.174
O -2.340 1.180 4.976
H -2.424 3.252 6.633
H 1.567 3.007 3.520
H 1.142 5.678 5.878
H -1.998 0.585 4.278
```